Record 1
The following is a quantum chemistry calculation of 3 unconnected molecules or ions with the total composition C7H13NO in a non-equilibrium geometry, from the Open Molecules 2025 dataset.

The value obtained for the energy above the lowest of the compared OMol25 structures with the same formula, charge and spin is 6.9537 eV. The calculation puts the HOMO-LUMO gap (alpha / beta) at 7.5 / 6.8 eV. The calculation puts the total energy at -11000.7992 eV. The value obtained for the highest occupied orbital energy (alpha / beta) is -6.731 / -6.039 eV.

Last column: Mulliken charge in e.
Positions of all 22 atoms, in Å:
C 1.54 0.15 -0.15  -0.05
C -1.12 -1.54 0.04  -1.39
C 1.92 -0.03 1.29  -1.03
C 1.91 -0.94 -1.09  -1.22
C -0.77 1.10 -0.15  0.63
C -0.91 -0.11 -0.07  0.17
N -0.71 2.41 -0.23  -0.43
C -3.34 0.56 0.03  -0.06
O -4.04 -0.38 0.27  -0.43
H 1.72 1.15 -0.54  0.37
H -0.54 2.85 -1.12  0.23
H -0.49 2.95 0.59  0.23
H -3.82 1.59 -0.08  0.25
H -2.16 -1.75 0.29  0.37
H -0.89 -2.03 -0.91  0.29
H -0.47 -1.97 0.81  0.27
H 1.50 -0.95 1.71  0.22
H 3.01 -0.11 1.42  0.36
H 1.58 0.80 1.92  0.29
H 3.01 -1.03 -1.21  0.39
H 1.50 -0.78 -2.09  0.30
H 1.57 -1.92 -0.74  0.25

Record 2
The following is a quantum chemistry calculation of a molecular structure, C27H23ClN6O3S5Ti, from the Open Molecules 2025 dataset.

Its net charge is -2. The multiplicity is 3. Its expectation value of S² is 2.036. The value obtained for the energy above the lowest of the compared OMol25 structures with the same formula, charge and spin is 0.7329 eV. The calculation puts the HOMO-LUMO gap (alpha / beta) at 4.5 / 5.2 eV. The calculation puts the total energy at -133274.9838 eV. The value obtained for the highest occupied orbital energy (alpha / beta) is -0.390 / -1.068 eV.

Last column: Löwdin spin population.
Positions of all 66 atoms, in Å:
Ti -0.42 0.18 -0.69  0.96
C 2.20 -0.25 4.28  0.00
C 3.51 -0.16 3.52  0.00
N 3.50 -0.93 2.29  0.00
C 2.98 -0.40 1.10  0.00
S 3.52 -1.12 -0.36  0.00
N 2.17 0.61 1.27  0.00
N 1.53 1.05 0.13  0.00
C 1.76 2.25 -0.25  0.00
C 2.77 3.15 0.39  0.00
C 1.06 2.70 -1.47  0.01
C 1.29 3.93 -2.06  0.00
C 0.65 4.24 -3.25  0.01
C -0.17 3.31 -3.84  0.00
C -0.37 2.10 -3.19  0.01
N 0.21 1.82 -2.03  0.01
H 2.26 0.30 5.22  0.00
H 1.95 -1.29 4.50  0.00
H 1.40 0.17 3.68  0.00
H 4.32 -0.56 4.13  0.00
H 3.73 0.89 3.31  0.00
H 4.31 -1.49 2.10  0.00
H 3.12 2.70 1.31  0.00
H 2.32 4.12 0.60  0.00
H 3.61 3.31 -0.29  0.00
H 1.95 4.65 -1.58  0.00
H 0.79 5.22 -3.70  0.00
H -0.70 3.51 -4.76  0.00
H -1.05 1.35 -3.58  0.00
O -2.16 7.13 -1.81  0.00
C -2.26 5.93 -1.60  0.00
S -1.51 5.10 -0.25  0.00
C -2.05 3.46 -0.63  0.00
C -2.83 3.30 -1.73  0.00
S -3.54 1.88 -2.40  0.01
S -3.15 4.81 -2.61  0.00
S -1.44 2.27 0.51  0.00
Cl -3.88 -5.58 -3.91  -0.01
C -3.31 -4.20 -2.96  0.00
C -4.13 -3.69 -1.97  0.14
C -3.67 -2.60 -1.23  0.02
C -2.43 -2.02 -1.45  0.08
O -2.01 -1.01 -0.74  0.06
C -1.58 -2.58 -2.48  0.03
C -0.31 -2.04 -2.72  0.33
O 0.22 -1.06 -2.04  0.17
C -2.07 -3.68 -3.23  0.12
H -5.11 -4.12 -1.79  0.01
H -4.29 -2.15 -0.46  0.00
H 0.29 -2.44 -3.54  0.02
H -1.45 -4.11 -4.01  0.01
N -1.07 -1.13 3.47  0.00
C -1.06 -0.22 2.47  0.00
N -0.50 -0.67 1.39  0.01
C -0.09 -1.97 1.68  0.00
C 0.59 -2.89 0.89  0.00
C 0.89 -4.11 1.47  0.00
C 0.53 -4.41 2.79  0.00
C -0.14 -3.49 3.59  0.00
C -0.44 -2.27 3.00  0.00
H -1.41 -0.97 4.40  0.00
H -1.50 0.77 2.55  0.00
H 0.88 -2.64 -0.12  0.00
H 1.42 -4.85 0.89  0.00
H 0.79 -5.38 3.20  0.00
H -0.41 -3.72 4.61  0.00